No. 1
Here is a 9-piece molecular cluster, C20H36F8N2O24PS4 overall at a distorted geometry from the OMol25 dataset. Energies are from ωB97M-V/def2-TZVPD.

Properties
- Spin multiplicity: 1
- E_HOMO: -7.76 eV
- Gap between HOMO and LUMO: 9.39 eV
- Total energy: -147820.58568 eV
- ΔE to the lowest compared entry with this formula, charge and spin: 10.6 kcal/mol
- Charge: -1

```
95
C20H36F8N2O24PS4 ωB97M-V/def2-TZVPD
P -0.298 0.649 -0.030
F -1.817 0.056 0.007
F -0.715 1.811 -1.062
F -0.754 1.626 1.218
F 1.170 1.255 0.002
F 0.197 -0.473 1.056
F 0.076 -0.428 -1.185
C 2.934 0.631 2.769
C 3.042 2.141 2.757
O 3.942 2.715 3.355
N 1.994 2.758 2.184
C 1.832 4.216 2.084
H 3.198 0.173 3.717
H 3.627 0.226 2.024
H 1.962 0.248 2.460
H 1.452 2.187 1.542
H 2.283 4.696 2.946
H 0.754 4.371 2.125
H 2.256 4.535 1.134
C 2.080 -3.163 1.889
C 2.898 -3.203 3.198
O 3.955 -3.799 3.294
N 2.271 -2.520 4.171
C 2.835 -2.425 5.538
H 1.032 -3.026 2.164
H 2.024 -4.149 1.428
H 2.509 -2.375 1.275
H 1.429 -2.042 3.917
H 3.754 -1.881 5.307
H 3.021 -3.418 5.931
H 2.192 -1.760 6.105
C -4.391 1.106 1.443
C -4.044 -0.312 1.896
O -4.824 -1.127 1.080
C -5.246 -0.419 -0.001
O -5.905 -0.872 -0.874
O -4.827 0.837 0.089
F -4.418 -0.534 3.198
H -3.534 1.770 1.513
H -5.238 1.591 1.924
H -2.969 -0.477 1.857
C -0.197 0.693 4.660
C -0.836 1.874 5.413
O 0.262 2.452 6.094
C 1.362 1.669 5.980
O 2.299 1.742 6.710
O 1.101 0.568 5.253
F -1.660 1.364 6.380
H 0.011 0.875 3.603
H -0.733 -0.240 4.822
H -1.337 2.575 4.751
C 0.146 -4.049 -1.598
C -0.869 -3.722 -0.432
O -1.044 -4.943 0.284
S -0.194 -6.161 -0.347
O -1.049 -7.290 -0.526
O 0.939 -6.296 0.522
O 0.111 -5.456 -1.737
H 1.136 -3.722 -1.263
H -0.016 -3.493 -2.516
H -1.807 -3.394 -0.883
H -0.566 -2.941 0.262
C -2.613 -0.738 -2.888
C -2.541 0.712 -3.354
O -3.477 0.834 -4.414
S -3.657 -0.593 -5.203
O -3.053 -0.473 -6.508
O -4.996 -1.058 -5.065
O -2.669 -1.396 -4.179
H -3.588 -0.912 -2.424
H -1.805 -1.224 -2.359
H -1.548 0.960 -3.735
H -2.783 1.501 -2.644
C 0.392 4.152 -2.521
C 0.687 5.579 -2.911
O 1.051 5.397 -4.282
S 2.142 4.161 -4.342
O 3.410 4.770 -4.082
O 1.912 3.335 -5.488
O 1.522 3.407 -3.063
H -0.512 3.736 -2.957
H 0.390 3.976 -1.448
H 1.554 5.965 -2.367
H -0.123 6.290 -2.774
C 0.948 0.004 -4.365
C 1.883 -1.114 -3.991
O 1.271 -2.347 -4.385
S 0.298 -1.994 -5.680
O -0.684 -3.024 -5.838
O 1.134 -1.702 -6.806
O -0.170 -0.611 -4.977
H 1.498 0.695 -5.007
H 0.535 0.516 -3.497
H 1.928 -1.150 -2.901
H 2.869 -0.955 -4.422
```

No. 2
Here is an isolated ion of composition C9H17N3 and charge +2 at a distorted geometry from the OMol25 dataset. Energies are from ωB97M-V/def2-TZVPD.

Properties
- Spin multiplicity: 1
- E_HOMO: -18.21 eV
- Gap between HOMO and LUMO: 9.98 eV
- Total energy: -14060.14399 eV
- ΔE to the lowest compared entry with this formula, charge and spin: 27.0 kcal/mol
- Charge: +2
- SMILES: CC1=[NH+][C@@H]2N[C@@H](C)[NH2+][C@]2(C)C=C1

```
29
C9H17N3 ωB97M-V/def2-TZVPD
C 3.587 1.240 0.253
C 2.352 0.421 -0.005
N 1.419 0.692 -0.846
C 0.088 0.095 -1.051
N -0.883 1.154 -0.852
C -1.485 1.072 0.472
C -2.965 1.465 0.489
N -1.435 -0.570 0.667
C -0.212 -1.115 -0.137
C -0.448 -2.416 -0.815
C 0.906 -1.362 0.838
C 2.127 -0.815 0.749
H 3.721 2.095 -0.362
H 4.317 0.548 -0.195
H 3.640 1.284 1.263
H 1.506 1.735 -1.431
H 0.171 -0.034 -2.184
H -1.629 1.266 -1.536
H -0.759 1.399 1.158
H -3.021 2.591 0.275
H -3.294 1.475 1.427
H -3.542 0.947 -0.143
H -1.509 -0.749 1.689
H -2.150 -1.069 0.150
H 0.416 -2.736 -1.296
H -1.176 -2.492 -1.731
H -0.920 -3.091 -0.214
H 0.626 -2.313 1.495
H 3.068 -1.118 1.300
```

No. 3
Here is the molecule C3H5NO2 from the OMol25 dataset. Energies are from ωB97M-V/def2-TZVPD.

Properties
- Spin multiplicity: 1
- E_HOMO (alpha / beta): -8.69 / -8.69 eV
- Gap between HOMO and LUMO (alpha / beta): 7.43 / 7.43 eV
- Total energy: -8772.31930 eV
- ΔE to the lowest compared entry with this formula, charge and spin: 124.0 kcal/mol

```
11
C3H5NO2 ωB97M-V/def2-TZVPD
C 1.005 0.268 -0.829
C -0.109 1.167 -0.489
O -0.318 2.338 -0.825
O -0.523 0.810 0.961
C -0.628 -0.477 1.180
N -0.070 -1.339 0.411
H 1.722 -0.192 -0.163
H -0.732 0.328 -1.057
H 1.152 0.125 -1.896
H -1.233 -0.723 2.059
H -0.265 -2.306 0.649
```

No. 4
Here is a 10-piece molecular cluster, C45H58BF33O21P overall at a distorted geometry from the OMol25 dataset. Energies are from ωB97M-V/def2-TZVPD.

Properties
- Spin multiplicity: 1
- E_HOMO: -3.70 eV
- Gap between HOMO and LUMO: 5.28 eV
- Total energy: -190252.32572 eV
- Charge: -1

```
159
C45H58BF33O21P ωB97M-V/def2-TZVPD
C 4.291 1.010 0.472
C 4.877 0.741 -0.917
P 3.528 0.699 -2.209
C 4.303 0.172 -3.841
B 2.800 2.518 -2.497
C 1.169 2.362 -2.253
C 0.690 2.682 -0.874
O -0.471 2.753 -0.632
O 2.932 3.095 -3.884
C 3.144 4.396 -3.770
F 2.030 5.133 -3.332
C 4.129 4.465 -2.544
C 5.572 4.181 -2.932
F 5.788 4.746 -4.140
F 5.859 2.906 -3.066
C 6.620 4.779 -1.989
F 7.825 4.526 -2.483
F 6.581 4.196 -0.838
F 6.536 6.066 -1.868
O 3.510 3.543 -1.699
H 3.260 0.685 0.582
H 4.304 2.084 0.654
H 4.928 0.562 1.229
H 5.668 1.451 -1.151
H 5.339 -0.246 -0.901
H 4.268 0.970 -4.583
H 5.345 -0.114 -3.732
H 3.688 -0.632 -4.221
H 0.931 1.307 -2.402
H 0.608 2.891 -3.018
H 1.404 2.832 -0.048
H 3.433 4.891 -4.688
H 4.017 5.389 -1.979
C 5.089 -0.247 6.401
C 4.376 -1.368 5.674
O 3.004 -1.032 5.417
C 2.793 -0.203 4.392
O 3.640 0.262 3.695
C 1.288 0.036 4.206
F 0.688 0.318 5.378
F 0.694 -1.058 3.697
F 1.061 1.050 3.377
H 4.556 0.012 7.317
H 6.106 -0.543 6.654
H 5.136 0.653 5.788
H 4.359 -2.260 6.298
H 4.881 -1.631 4.744
C -0.438 -7.403 3.274
C -0.372 -5.956 2.835
O 0.670 -5.235 3.523
C 1.906 -5.433 3.082
O 2.230 -6.143 2.176
C 2.884 -4.562 3.881
F 2.677 -4.658 5.209
F 2.745 -3.271 3.546
F 4.155 -4.908 3.663
H -0.552 -7.468 4.358
H -1.271 -7.901 2.803
H 0.476 -7.937 3.015
H -1.300 -5.448 3.090
H -0.237 -5.868 1.758
C 0.036 -3.858 -7.849
C -1.040 -3.061 -7.142
O -0.475 -2.168 -6.171
C 0.060 -1.047 -6.649
O 0.098 -0.726 -7.801
C 0.591 -0.188 -5.492
F 1.316 -0.925 -4.640
F -0.432 0.356 -4.806
F 1.354 0.804 -5.938
H 0.656 -4.387 -7.125
H -0.412 -4.584 -8.529
H 0.694 -3.209 -8.425
H -1.694 -3.730 -6.586
H -1.660 -2.506 -7.846
C 9.663 -1.406 -7.497
C 8.407 -0.726 -8.002
O 7.261 -1.586 -7.884
C 6.737 -1.686 -6.663
O 7.128 -1.131 -5.684
C 5.501 -2.598 -6.700
F 5.754 -3.737 -7.378
F 4.476 -1.981 -7.312
F 5.110 -2.933 -5.475
H 9.815 -2.355 -8.013
H 10.532 -0.769 -7.662
H 9.592 -1.623 -6.432
H 8.504 -0.504 -9.063
H 8.223 0.216 -7.485
C -3.110 1.571 -1.358
C -4.125 0.611 -1.938
O -3.738 -0.762 -1.696
C -3.960 -1.233 -0.484
O -4.462 -0.648 0.433
C -3.510 -2.699 -0.413
F -2.293 -2.875 -0.939
F -4.360 -3.498 -1.089
F -3.469 -3.132 0.854
H -2.115 1.355 -1.740
H -3.368 2.599 -1.611
H -3.060 1.488 -0.274
H -4.170 0.720 -3.020
H -5.128 0.793 -1.550
C -2.808 4.746 1.676
C -3.857 4.556 2.750
O -5.009 5.400 2.521
C -5.864 4.987 1.597
O -5.783 3.989 0.945
C -7.038 5.971 1.509
F -6.618 7.246 1.453
F -7.839 5.859 2.588
F -7.790 5.745 0.431
H -2.529 5.798 1.596
H -1.919 4.160 1.901
H -3.180 4.437 0.700
H -3.455 4.855 3.716
H -4.167 3.515 2.834
C -5.339 -12.235 0.607
C -5.253 -10.807 0.111
O -4.163 -10.100 0.730
C -2.953 -10.354 0.247
O -2.691 -11.100 -0.648
C -1.913 -9.498 0.982
F -2.084 -9.556 2.324
F -2.010 -8.211 0.609
F -0.672 -9.895 0.719
H -5.409 -12.257 1.695
H -6.212 -12.732 0.185
H -4.452 -12.804 0.328
H -6.154 -10.263 0.386
H -5.161 -10.760 -0.974
C -4.066 -2.147 3.552
C -3.533 -1.961 4.957
O -3.461 -0.568 5.320
C -4.607 0.000 5.663
O -5.678 -0.532 5.704
C -4.367 1.462 6.065
F -3.597 2.110 5.177
F -3.751 1.531 7.260
F -5.517 2.133 6.169
H -3.470 -1.579 2.840
H -4.044 -3.198 3.272
H -5.092 -1.790 3.468
H -2.514 -2.338 5.022
H -4.129 -2.505 5.691
C -5.989 8.982 4.320
C -6.039 10.433 3.892
O -4.911 11.173 4.398
C -3.764 11.011 3.747
O -3.587 10.323 2.787
C -2.678 11.889 4.384
F -2.667 11.764 5.722
F -2.894 13.186 4.097
F -1.468 11.565 3.933
H -5.911 8.907 5.405
H -6.885 8.458 3.992
H -5.122 8.474 3.898
H -6.920 10.914 4.311
H -6.096 10.532 2.808
```